No. 1
18
Properties=species:S:1:pos:R:3 method="wB97M-V/def2-TZVPD" total_charge=+1 e_lumo_ev=-3.28 spin_multiplicity=1 de_lowest_ev=1.264 e_homo_ev=-12.998 energy_ev=-17039.52561
C -1.960 1.644 0.138
P -1.430 0.095 -0.797
C -2.233 -1.175 0.348
N 0.224 -0.025 -0.067
C 1.226 -0.348 -0.840
N 2.534 -0.516 -0.712
N 3.489 0.029 0.065
H -2.519 2.394 -0.269
H -1.010 1.965 0.562
H -2.467 1.313 1.101
H -2.020 -0.972 1.419
H -1.854 -2.184 0.275
H -3.355 -1.068 0.217
H 0.065 0.495 0.770
H 0.624 -0.915 -1.558
H 2.966 -1.173 -1.362
H 4.492 -0.243 -0.047
H 3.227 0.685 0.757



No. 2
48
Properties=species:S:1:pos:R:3 method="wB97M-V/def2-TZVPD" total_charge=0 e_lumo_ev=-0.25 spin_multiplicity=1 de_lowest_ev=0.000 e_homo_ev=-8.209 energy_ev=-49348.22346 smiles="O=C(Nc1nncs1)c1cc2ccc(-c3nccc(Nc4ccc5n[nH]cc5c4)n3)cc2[nH]1"
O -5.523 0.254 3.202
C -4.776 -0.464 3.747
N -4.807 -0.681 5.134
C -5.558 0.102 5.954
N -5.454 -0.096 7.245
N -6.444 0.424 7.985
C -7.265 1.091 7.215
S -6.864 1.185 5.601
C -3.477 -0.744 3.115
C -2.309 -1.041 3.751
C -1.278 -1.371 2.747
C 0.112 -1.603 2.828
C 0.906 -1.719 1.708
C 0.339 -1.682 0.399
C 1.264 -1.842 -0.808
N 2.326 -2.611 -0.729
C 3.162 -2.846 -1.720
C 2.932 -2.039 -2.906
C 1.830 -1.153 -2.854
N 1.535 -0.376 -3.995
C 2.343 0.666 -4.462
C 2.640 0.967 -5.843
C 3.354 2.073 -6.189
C 4.010 2.796 -5.259
N 4.981 3.714 -5.427
N 5.195 4.204 -4.132
C 4.549 3.392 -3.194
C 3.813 2.466 -3.887
C 2.931 1.419 -3.547
N 0.936 -1.215 -1.874
C -1.115 -1.519 0.371
C -1.864 -1.279 1.535
N -3.185 -0.836 1.779
H -3.912 -0.969 5.529
H -8.011 1.646 7.807
H -2.147 -1.003 4.777
H 0.654 -1.625 3.749
H 1.980 -1.864 1.910
H 4.011 -3.489 -1.577
H 3.652 -2.051 -3.758
H 0.573 -0.177 -3.953
H 2.231 0.201 -6.552
H 3.543 2.362 -7.274
H 5.916 4.957 -3.985
H 4.781 3.353 -2.138
H 2.887 1.184 -2.466
H -1.493 -1.437 -0.654
H -3.904 -0.724 1.093



No. 3
103
Properties=species:S:1:pos:R:3 method="wB97M-V/def2-TZVPD" total_charge=-1 e_lumo_ev="1.34 / 0.36" spin_multiplicity=2 de_lowest_ev=0.390 s_squared=0.7595 e_homo_ev="-5.776 / -5.770" energy_ev=-204110.44985
Ti 0.248 0.175 -0.211
C -1.902 -3.675 0.588
C -0.420 -3.850 0.541
N 0.082 -5.060 0.561
C 1.406 -5.232 0.502
C 2.311 -4.200 0.416
C 3.785 -4.461 0.273
O 4.252 -4.289 -1.052
C 1.806 -2.879 0.395
C 2.660 -1.734 0.299
N 2.186 -0.553 0.136
C 2.950 0.591 -0.065
C 4.334 0.689 0.082
C 4.959 1.888 -0.205
C 4.208 2.982 -0.604
C 2.823 2.891 -0.707
C 2.184 1.696 -0.447
I 1.182 -0.722 -2.747
C 0.404 -2.681 0.472
O -0.135 -1.506 0.500
H -2.395 -4.642 0.622
H -2.228 -3.124 -0.294
H -2.178 -3.096 1.471
H 1.738 -6.262 0.517
H 4.009 -5.495 0.547
H 4.356 -3.811 0.956
H 3.720 -3.624 -1.506
H 3.737 -1.892 0.309
H 4.911 -0.159 0.425
H 6.033 1.968 -0.111
H 4.699 3.919 -0.832
H 2.258 3.763 -1.002
O -5.421 -1.247 0.387
C -5.010 -0.882 1.587
O -5.713 -0.987 2.567
C -3.647 -0.308 1.688
C -3.042 0.137 2.854
N -1.836 0.607 2.519
N -1.608 0.498 1.218
C -2.681 -0.059 0.686
C -2.598 -0.341 -0.779
O -3.604 -0.723 -1.392
O -1.445 -0.174 -1.259
H -4.753 -1.065 -0.354
H -3.413 0.141 3.860
H -1.073 0.950 3.099
C -1.858 4.369 -3.790
C -1.195 5.365 -2.840
C -1.718 6.782 -3.096
C 0.324 5.337 -3.029
O -1.517 5.070 -1.482
Si -1.719 3.672 -0.655
S -0.191 2.352 -1.305
O -1.764 4.049 0.921
C -0.969 4.887 1.749
C 0.513 4.665 1.466
C -1.347 6.345 1.481
C -1.305 4.504 3.192
O -3.090 2.878 -0.966
C -4.464 3.226 -0.806
C -5.221 2.438 -1.875
C -4.916 2.825 0.599
C -4.673 4.730 -0.988
H -1.665 4.655 -4.822
H -2.933 4.343 -3.624
H -1.465 3.369 -3.619
H -1.473 7.096 -4.107
H -1.265 7.477 -2.392
H -2.798 6.813 -2.968
H 0.579 5.640 -4.043
H 0.698 4.331 -2.856
H 0.798 6.021 -2.327
H 0.744 4.978 0.448
H 0.758 3.610 1.569
H 1.121 5.238 2.163
H -1.295 6.531 0.412
H -0.668 7.017 2.002
H -2.364 6.534 1.819
H -1.014 3.473 3.383
H -2.376 4.603 3.362
H -0.772 5.155 3.882
H -4.936 1.389 -1.824
H -4.962 2.807 -2.866
H -6.296 2.524 -1.728
H -4.934 1.745 0.697
H -5.914 3.207 0.803
H -4.218 3.230 1.330
H -4.330 5.044 -1.972
H -4.102 5.274 -0.239
H -5.729 4.974 -0.886
Br 0.541 0.544 5.781
C 1.952 -0.289 4.854
C 3.212 0.278 4.927
C 4.269 -0.301 4.247
C 4.071 -1.463 3.523
C 2.817 -2.049 3.480
C 1.749 -1.454 4.129
I -0.147 -2.338 3.995
H 3.354 1.184 5.495
H 5.243 0.165 4.289
H 4.891 -1.927 2.994
H 2.663 -2.966 2.930
Cl 1.002 1.047 2.140



No. 4
23
Properties=species:S:1:pos:R:3 method="wB97M-V/def2-TZVPD" total_charge=0 e_lumo_ev=0.99 spin_multiplicity=1 de_lowest_ev=2.643 e_homo_ev=-9.468 energy_ev=-10001.11440 smiles=CCCCCNCO
C 2.889 0.682 0.981
C 1.987 -0.269 0.189
C 1.140 0.234 -0.969
C 0.138 1.237 -0.457
C -1.038 0.448 0.253
N -1.847 -0.403 -0.625
C -2.760 -1.271 0.225
O -3.830 -1.732 -0.633
H 4.003 0.436 1.060
H 2.338 0.929 1.961
H 2.911 1.724 0.762
H 2.735 -1.027 -0.293
H 1.504 -0.945 0.842
H 0.819 -0.604 -1.505
H 1.883 0.717 -1.691
H 0.608 2.040 0.157
H -0.340 1.767 -1.385
H -1.761 1.134 0.755
H -0.498 -0.154 1.010
H -1.276 -1.068 -1.119
H -3.319 -0.711 1.043
H -2.274 -2.203 0.562
H -4.013 -0.961 -1.124



No. 5
63
Properties=species:S:1:pos:R:3 method="wB97M-V/def2-TZVPD" total_charge=-1 e_lumo_ev=2.44 spin_multiplicity=1 de_lowest_ev=0.242 e_homo_ev=-5.787 energy_ev=-191745.90722
Zr -0.561 -0.173 1.101
Br -5.627 4.857 -1.672
C -4.181 3.854 -0.949
C -3.952 3.868 0.420
C -2.901 3.139 0.942
C -2.069 2.381 0.111
O -1.061 1.701 0.622
C -2.314 2.371 -1.274
C -1.485 1.609 -2.214
N -0.545 0.835 -1.861
C 0.139 0.100 -2.838
C -0.522 -0.737 -3.699
C 0.191 -1.563 -4.594
C 1.554 -1.554 -4.618
C 2.267 -0.699 -3.742
C 3.679 -0.653 -3.708
C 4.303 0.190 -2.838
C 3.507 1.009 -2.008
N 2.202 1.004 -2.010
C 1.566 0.146 -2.852
C -3.374 3.118 -1.789
H -4.595 4.444 1.073
H -2.710 3.121 2.006
H -1.738 1.738 -3.275
H -1.598 -0.819 -3.622
H -0.363 -2.225 -5.247
H 2.108 -2.202 -5.287
H 4.244 -1.299 -4.370
H 5.382 0.241 -2.770
H 3.986 1.691 -1.311
H -3.560 3.107 -2.855
N 2.086 -2.995 0.725
N 0.996 -3.777 1.121
C 0.043 -3.458 1.975
N -0.923 -4.397 2.168
N 0.064 -2.208 2.521
N -0.375 -2.032 3.769
O -0.470 -3.031 4.466
O 0.224 0.666 3.049
H 2.458 -2.507 1.536
H 1.735 -2.275 0.096
H 0.914 -4.667 0.656
H -1.366 -4.616 1.274
H -1.577 -4.148 2.895
C -0.051 1.426 5.521
O -1.206 1.103 4.741
C -0.951 0.666 3.514
O -1.910 0.263 2.808
H 0.508 2.240 5.063
H 0.595 0.555 5.616
H -0.432 1.726 6.493
C 2.442 2.067 1.121
C 2.520 0.562 1.048
O 3.527 -0.066 1.308
O 1.406 -0.021 0.659
H 3.431 2.490 1.276
H 1.791 2.332 1.956
H 1.982 2.445 0.207
O -2.394 -1.350 0.784
Se -1.950 -2.258 -0.562
O -2.758 -1.819 -1.875
O -0.366 -1.670 -0.528
O -1.965 -3.848 -0.276



No. 6
80
Properties=species:S:1:pos:R:3 method="wB97M-V/def2-TZVPD" total_charge=0 e_lumo_ev="-0.23 / -1.42" spin_multiplicity=2 s_squared=0.7822 e_homo_ev="-6.564 / -6.746" energy_ev=-106649.31019
Cu -1.335 0.669 -1.081
C -2.445 0.977 -3.325
C -2.141 -0.275 -2.857
C -0.960 -1.094 -3.264
C 0.314 -0.275 -3.159
C 0.360 0.663 -1.973
C -0.031 2.017 -1.939
C -0.742 2.819 -3.010
C -1.643 2.037 -4.002
C 1.877 -0.611 2.979
H -3.540 1.217 -3.358
H -3.010 -0.822 -2.441
H -1.049 -1.465 -4.292
H -0.963 -1.886 -2.511
H 1.128 -1.006 -3.042
H 0.435 0.233 -4.121
H 1.044 0.326 -1.180
H 0.477 2.610 -1.213
H 0.065 3.225 -3.632
H -1.385 3.631 -2.625
H -2.378 2.780 -4.423
H -1.006 1.655 -4.846
H 1.027 0.093 3.018
H 2.695 -0.223 3.596
H 1.572 -1.622 3.310
P -0.951 -0.986 1.042
P 2.576 -0.704 1.337
C 0.205 -1.969 0.158
C 1.557 -1.782 0.339
C -2.287 -2.132 1.227
C -2.643 -2.988 0.176
C -3.495 -4.057 0.457
C -4.009 -4.218 1.754
C -3.669 -3.325 2.787
C -2.851 -2.239 2.516
C -3.067 1.150 -0.347
C -3.072 2.423 -0.801
C -3.999 3.366 -0.368
C -5.195 2.819 0.140
C -5.280 1.405 0.375
C -4.139 0.534 0.241
C 4.219 -1.445 1.325
C 4.313 -2.824 1.548
C 5.549 -3.470 1.514
C 6.725 -2.775 1.198
C 6.626 -1.398 0.952
C 5.399 -0.731 1.051
C 2.797 0.953 0.628
C 2.260 2.097 1.232
C 2.586 3.363 0.763
C 3.360 3.518 -0.385
C 3.786 2.372 -1.072
C 3.513 1.095 -0.575
H -0.113 -2.749 -0.564
H 2.144 -2.621 -0.055
H -2.212 -2.811 -0.816
H -3.744 -4.750 -0.350
H -4.705 -5.033 1.952
H -4.041 -3.461 3.804
H -2.609 -1.466 3.249
H -2.310 2.858 -1.437
H -3.783 4.424 -0.617
H -6.065 3.512 0.133
H -6.276 0.928 0.430
H -4.169 -0.558 0.382
H 3.428 -3.408 1.777
H 5.589 -4.527 1.751
H 7.688 -3.297 1.125
H 7.526 -0.840 0.685
H 5.406 0.357 0.945
H 1.530 1.980 2.028
H 2.180 4.235 1.276
H 3.613 4.518 -0.757
H 4.334 2.476 -2.011
H 3.848 0.204 -1.122
N -0.812 2.115 1.574
C -1.240 1.674 2.576
N -1.825 1.147 3.581
C -1.416 0.867 4.776
N -1.149 0.497 5.862